Molecular formula: C24H50ClFP2Si2V
Method: DFT, the ωB97M-V functional and the def2-TZVPD basis

- Molar mass: 562.2 g/mol
- ⟨S²⟩: 0.758
- Gap between HOMO and LUMO (spin up / spin down): 6.96 / 6.32 eV
- E_LUMO (spin up / spin down): 0.54 / 0.53 eV
- 2S+1: 2

```
81
Properties=species:S:1:pos:R:3:lowdin_spin:R:1
V -0.2653 -0.0060 0.5127 0.960
C -1.4773 -0.0292 2.3472 -0.001
C -1.7311 1.1485 1.5914 0.003
C -2.3101 0.7012 0.3207 -0.013
Si -1.3275 2.8619 2.2887 0.003
C -2.3139 -0.7089 0.3029 -0.013
C -1.7329 -1.1875 1.5615 0.003
Si -1.3315 -2.9131 2.2216 0.003
H -1.1508 -0.0450 3.3961 0.001
H -2.7331 1.2613 -0.5280 0.000
H -2.7433 -1.2448 -0.5444 0.000
Cl 2.3107 0.0998 -3.6136 0.002
C -0.9643 -2.8783 4.0575 0.000
C -2.7328 -4.0703 1.7972 0.001
C -0.9558 2.7828 4.1208 0.000
C -2.7285 4.0286 1.8939 0.001
H -3.6502 -3.7236 2.2936 0.000
H -2.5247 -5.0877 2.1588 0.000
H -2.9406 -4.1214 0.7202 0.000
H -0.0984 -2.2374 4.2814 0.000
H -0.7414 -3.8919 4.4253 0.000
H -1.8209 -2.4980 4.6304 0.000
H -3.6552 3.6493 2.3474 0.000
H -2.9104 4.1415 0.8172 0.000
H -2.5360 5.0247 2.3185 0.000
H -1.8116 2.3916 4.6874 0.000
H -0.7283 3.7875 4.5097 0.000
H -0.0907 2.1348 4.3261 0.000
C 0.2832 -3.3722 1.3128 -0.001
C 0.2853 3.3428 1.3867 0.000
P 0.4787 -2.5844 -0.3163 0.008
H 0.3546 -4.4684 1.2249 0.000
H 1.1250 -3.0328 1.9354 0.000
P 0.4816 2.5920 -0.2608 0.007
H 1.1270 2.9883 2.0012 0.000
H 0.3565 4.4407 1.3243 0.000
C 2.1169 3.2354 -0.8958 0.003
C -0.8074 3.5646 -1.2245 -0.001
C -0.8099 -3.5343 -1.3013 -0.001
C 2.1120 -3.2133 -0.9694 0.003
C 3.2064 -2.1563 -0.8071 0.001
H 1.9347 -3.3412 -2.0504 0.000
C 2.6181 -4.5342 -0.3794 0.001
H 2.8257 -4.4181 0.6938 0.000
H 3.5644 -4.8155 -0.8698 0.000
H 1.8979 -5.3452 -0.5277 0.000
H 3.0013 -1.3083 -1.4631 0.001
H 4.1739 -2.5837 -1.1048 0.000
H 3.2869 -1.8017 0.2280 0.000
H -1.7549 -3.3346 -0.7709 0.000
C -0.6078 -5.0510 -1.3420 0.000
C -0.9056 -2.9728 -2.7233 0.000
H -0.5908 -5.4482 -0.3215 0.000
H 0.3157 -5.3077 -1.8805 0.000
H -1.4430 -5.5382 -1.8730 0.000
H -1.1808 -1.9102 -2.7084 0.000
H -1.6681 -3.5446 -3.2781 0.000
H 0.0435 -3.0685 -3.2744 0.000
H -1.7517 3.3480 -0.6999 0.000
C -0.9029 3.0435 -2.6618 0.000
C -0.6115 5.0824 -1.2254 0.000
H -0.5997 5.4524 -0.1946 0.000
H -1.4470 5.5788 -1.7476 0.000
H 0.3126 5.3550 -1.7548 0.000
H -1.1758 1.9804 -2.6739 0.000
H 0.0446 3.1567 -3.2119 0.000
H -1.6669 3.6307 -3.1983 0.000
C 3.2177 2.1813 -0.7497 0.001
C 2.6200 4.5455 -0.2801 0.000
H 1.9419 3.3851 -1.9745 0.000
H 2.8295 4.4080 0.7901 0.000
H 1.8992 5.3588 -0.4109 0.000
H 3.5653 4.8380 -0.7660 0.000
H 3.2948 1.8037 0.2777 0.000
H 4.1839 2.6190 -1.0387 0.000
H 3.0213 1.3461 -1.4230 0.001
C 0.5932 0.0148 -4.2645 0.000
H -0.2272 0.0218 -3.5077 0.000
H 0.6366 0.8703 -4.9605 0.000
H 0.6653 -0.8744 -4.9102 0.000
F 1.4318 0.0053 1.5795 0.028
```